Record 1
37
Properties=species:S:1:pos:R:3:forces:R:3 method="wB97M-V/def2-TZVPD" homo_ev=-7.453 gap_ev=7.88 e_lumo_ha=0.01582
S -3.05487 1.67971 1.76560 -0.21 0.20 -0.38
S -3.20711 -1.31247 1.35297 0.13 -0.02 -0.16
O 5.39666 1.65515 -2.09559 0.18 0.10 -0.09
O -3.94696 -2.17772 0.48944 0.17 0.11 -0.29
O -3.48737 -1.28641 2.75425 0.21 0.26 0.08
N -1.60127 -1.68500 1.16405 -1.07 0.00 0.18
N 0.96732 -0.72235 0.27781 -0.22 -0.08 0.16
C 0.19843 -0.01407 1.27500 -0.09 0.05 0.03
C -3.67464 0.73091 -0.53812 -0.01 -0.25 0.07
C -1.16806 -1.80146 -0.21290 0.05 -0.28 -0.69
C 0.35315 -1.91145 -0.27237 -0.15 -0.13 0.08
C 3.43605 1.81123 -0.77196 0.38 -0.07 -0.25
C 2.95659 -0.89161 -1.08182 -0.11 0.04 0.02
C 4.31367 1.04446 -1.52800 -0.24 -0.17 0.12
C 4.06073 -0.31197 -1.67638 0.08 0.21 -0.04
C -3.65274 2.13480 -0.68979 0.06 0.09 0.07
C -3.37342 0.34442 0.73182 0.08 -0.42 0.51
C -3.32939 2.77419 0.46586 0.14 -0.30 0.34
C 2.05776 -0.12912 -0.33050 0.22 0.04 -0.07
C -0.66463 -1.01388 2.04079 0.38 0.37 0.42
C 2.32610 1.23650 -0.18772 -0.10 -0.13 0.04
H -1.24076 -0.52339 2.82648 0.25 0.01 0.07
H 5.91715 1.00185 -2.57712 -0.08 0.08 0.07
H 4.73970 -0.92665 -2.25337 0.06 -0.05 -0.04
H -3.86825 2.63874 -1.61423 -0.05 0.12 -0.14
H -0.01997 -1.76576 2.50883 -0.06 0.12 0.03
H -1.49097 -0.92880 -0.80053 0.10 -0.06 -0.02
H -1.64192 -2.68967 -0.63400 0.15 0.08 -0.12
H 0.66822 -2.80800 0.27918 -0.01 -0.06 -0.16
H -3.92225 0.02916 -1.31307 -0.06 -0.15 -0.15
H 0.88498 0.47342 1.97324 -0.09 0.02 -0.01
H -3.24094 3.82895 0.63417 0.00 0.24 0.03
H 2.80910 -1.95425 -1.19139 -0.02 -0.11 0.01
H 3.63432 2.86486 -0.65657 0.01 0.14 0.02
H -0.44459 0.76211 0.82656 0.08 -0.01 0.11
H 0.65068 -2.02420 -1.31764 -0.06 -0.04 0.09
H 1.65948 1.86778 0.37699 -0.10 0.05 0.06

***

Record 2
118
Properties=species:S:1:pos:R:3:forces:R:3 method="wB97M-V/def2-TZVPD" homo_ev="-12.664 / -12.682" multiplicity=6 gap_ev="7.86 / 7.17" e_lumo_ha="-0.17649 / -0.20243" charge=+2
Se 0.03804 2.32565 2.25116 -0.21 0.17 -0.01
Se 1.83925 -0.04661 4.23666 0.15 0.10 0.09
Ge -0.03538 -2.49520 -0.81959 -0.12 -0.07 -0.02
Mn 0.39027 0.28640 0.58379 -0.06 -0.19 0.17
P -0.76500 0.99224 -1.56691 -0.01 0.12 0.01
P -3.06417 -1.18538 0.17663 0.10 0.05 -0.02
P 2.66521 -0.47151 -0.39820 0.16 -0.03 -0.02
F -0.93121 -4.00205 -0.89990 0.07 0.12 0.00
C 1.14957 2.21904 -3.30302 0.02 0.00 -0.01
C -5.80921 1.69588 0.98216 -0.01 0.06 -0.03
C -1.03778 -0.89457 -5.15575 0.00 0.00 -0.01
C -3.93371 2.19995 2.38495 -0.02 0.01 0.05
C 4.45177 0.77779 -4.44892 0.00 -0.01 -0.01
C 0.09774 -2.54622 3.30575 -0.05 -0.21 -0.10
C 2.03821 -4.44967 -1.10943 0.01 0.01 0.00
C -3.87607 0.24678 0.96242 -0.07 -0.06 0.00
C 3.78437 0.05686 0.93152 0.09 -0.02 -0.11
C 3.33157 -4.93943 -1.20950 -0.03 0.00 0.01
C 4.41417 -0.83850 1.79189 -0.03 -0.01 0.04
C -1.22228 -2.32917 3.68437 0.01 -0.10 -0.04
C 3.99168 1.42659 1.09845 -0.02 -0.01 -0.02
C 2.09532 3.18897 -3.59898 -0.02 0.01 0.02
C 0.50303 2.21559 -2.06969 -0.03 0.01 -0.07
C -0.50727 -1.65002 -2.51067 0.04 0.02 -0.10
C -2.52340 3.13671 -1.25989 0.01 0.04 0.03
C 3.40211 -0.12877 -4.36433 0.03 0.00 0.01
C 4.85727 1.88964 2.07517 0.01 0.01 0.06
C -1.78716 -1.62423 1.43732 -0.08 -0.12 -0.01
C -3.28449 1.06445 1.91807 0.11 0.01 0.02
C -2.34946 1.86325 -1.79562 0.01 -0.10 -0.04
C -4.09865 -3.66784 -0.33252 0.00 0.01 -0.05
C -4.53939 2.00100 -2.78958 -0.01 -0.03 0.04
C 2.79721 1.00555 5.56943 -0.02 0.05 -0.02
C 4.20281 -2.74800 -0.76955 0.02 -0.02 0.01
C -4.69516 3.27988 -2.27892 -0.03 0.00 0.03
C -2.14195 -1.85094 2.76657 -0.02 0.01 -0.01
C 2.90392 -2.25685 -0.63467 -0.01 0.03 0.00
C 1.80988 -3.10182 -0.82760 -0.01 -0.08 0.01
C -5.24324 -2.51116 1.44424 -0.04 -0.02 0.03
C -0.78439 -2.22275 -4.85297 0.01 -0.01 0.04
C 2.41887 4.16519 -2.66889 -0.01 0.01 0.01
C 3.36776 0.13679 -1.96840 -0.01 -0.01 0.02
C -3.69346 3.83879 -1.49905 0.01 0.01 0.01
C 1.67703 3.31243 2.57254 0.01 0.01 -0.06
C -6.08113 -3.60243 1.60802 0.00 -0.01 0.01
C -5.19936 2.51734 1.92140 0.01 -0.01 0.00
C -5.14958 0.58020 0.49928 0.01 0.07 -0.07
C 0.46465 -2.35317 1.98478 0.00 0.07 0.01
C -1.02587 0.05175 -4.14574 -0.03 0.00 -0.03
C 4.41466 -4.08733 -1.04582 0.00 0.02 0.00
C 0.83374 3.20692 -1.14351 -0.02 0.02 0.09
C -0.52313 -2.59353 -3.54243 0.00 0.01 0.03
C 1.78345 4.17452 -1.43629 0.01 0.03 -0.01
C -0.35539 1.93387 4.13033 0.02 0.02 0.01
C -0.47003 -1.91107 1.01897 0.12 0.11 0.24
C 0.04200 0.56519 4.64842 -0.05 0.05 0.01
C 4.41928 1.03956 -2.05578 0.02 0.02 -0.03
C 2.86270 -0.44862 -3.13162 0.00 -0.01 -0.01
C -3.37736 1.28679 -2.53954 -0.02 0.01 0.02
C -5.92190 -4.73049 0.81379 0.03 0.01 -0.02
C 4.95527 1.35926 -3.29734 0.00 -0.02 0.01
C 5.49747 0.99046 2.91831 -0.02 0.02 0.01
C -4.24446 -2.53899 0.47359 0.00 -0.04 -0.16
C -4.92970 -4.76317 -0.15543 -0.03 -0.01 0.03
C 5.26358 -0.37007 2.78451 -0.04 -0.01 -0.01
C -0.75066 -0.30841 -2.82515 0.00 -0.05 0.04
H 5.05128 -2.08206 -0.66956 0.00 0.02 0.01
H 5.75540 -1.07344 3.44274 0.01 -0.01 0.01
H -5.59827 3.83913 -2.48271 -0.01 0.01 0.00
H 1.39841 4.18795 3.15532 0.03 -0.03 -0.01
H -6.57795 -5.57970 0.94478 -0.02 -0.02 0.00
H -3.33138 -3.69526 -1.10009 -0.06 0.02 0.07
H 2.00542 4.95235 -0.71660 0.00 0.00 0.01
H -1.43032 2.08512 4.23227 0.01 0.00 0.04
H 1.47602 -2.60094 1.68255 0.00 0.00 0.00
H -0.34621 -3.63878 -3.31966 0.00 -0.02 -0.01
H -1.74400 3.60705 -0.67383 -0.04 -0.02 0.00
H -2.31678 0.79835 2.33343 -0.02 0.01 -0.04
H -1.25704 1.08274 -4.38549 0.01 -0.01 0.01
H -1.25608 -0.59656 -6.17177 0.00 0.01 -0.02
H 0.93419 1.46086 -4.04049 0.01 0.03 0.02
H 2.38246 2.67866 3.09767 0.03 -0.03 0.00
H -1.53396 -2.53488 4.70081 0.00 0.00 0.01
H 5.42306 -4.46516 -1.14053 0.03 0.00 -0.01
H -5.32152 1.55386 -3.38794 -0.02 -0.01 -0.01
H 1.19948 -5.11892 -1.24741 -0.02 -0.02 0.00
H 5.78228 2.05330 -3.35599 0.03 0.02 -0.01
H 5.04296 2.95164 2.17420 -0.01 0.01 0.00
H 3.01385 -0.59887 -5.25794 -0.01 -0.01 -0.02
H -3.81323 4.83155 -1.08823 -0.01 0.03 0.01
H 4.25344 -1.90317 1.69185 0.00 -0.02 -0.01
H 3.15236 4.92293 -2.90928 0.01 0.01 0.01
H -6.86411 -3.56918 2.35308 -0.01 -0.01 0.02
H 0.14889 2.74116 4.66316 -0.03 -0.03 -0.02
H 0.82470 -2.90103 4.02311 -0.04 -0.04 -0.03
H -3.27421 0.28785 -2.93938 -0.01 -0.02 0.02
H -4.80941 -5.63568 -0.78274 0.00 -0.02 0.00
H 2.21839 1.02429 6.49007 0.00 -0.02 0.00
H 3.73904 0.49771 5.76010 0.01 0.01 -0.04
H 6.18332 1.35092 3.67317 0.00 0.01 0.01
H -0.80183 -2.97230 -5.63214 0.00 -0.02 -0.01
H -3.16835 -1.68951 3.07337 0.02 0.02 0.00
H 4.85587 1.47762 -1.17013 0.00 0.00 -0.02
H 3.49837 2.13404 0.43840 -0.02 0.00 0.02
H -5.71535 3.38959 2.29816 0.00 0.02 0.00
H 2.06155 -1.17710 -3.07969 0.01 0.01 0.00
H 2.08270 3.62085 1.61353 0.00 0.02 -0.03
H -6.80160 1.92906 0.62087 -0.02 0.00 0.00
H -0.07055 0.55765 5.73404 -0.02 -0.02 0.00
H -3.46286 2.83199 3.12782 0.02 0.00 0.01
H 2.99326 2.01794 5.22509 0.00 0.00 0.02
H 2.58040 3.17835 -4.56467 0.01 0.01 -0.02
H 0.29898 3.27080 -0.20055 0.07 -0.03 -0.02
H -5.38725 -1.63361 2.06307 0.00 0.00 -0.01
H -0.62852 -0.19288 4.24889 0.08 0.12 0.01
H -5.63902 -0.04970 -0.23308 0.00 -0.01 -0.05
H 4.88588 1.01618 -5.41029 0.00 0.01 -0.02
H 3.49538 -5.98613 -1.42462 0.00 -0.03 -0.01

***

Strongest force on any atom list, top to bottom, in eV Å⁻¹: 1.1, 0.3